[1]
Formula: C2H2N6
Source: OMol25
Level of theory: the ωB97M-V functional and the def2-TZVPD basis

XYZ file:
```
10
Properties=species:S:1:pos:R:3:mulliken_charge:R:1
H -2.3935 -1.0545 0.9121 0.2909
N -2.3835 -0.1728 0.3597 -0.4955
C -1.0257 -0.1296 0.1181 0.2979
N -0.4234 1.1142 -0.4855 -0.3070
C 0.7495 1.2033 -0.1892 0.2084
N 1.6481 0.4069 0.5227 -0.1284
N 1.9097 -0.7994 0.3981 -0.0235
N 0.8751 -1.4834 -0.5289 -0.2163
N -0.3529 -1.2033 -0.4175 0.0923
H 1.3966 2.1185 -0.6896 0.2810
```

Its highest occupied orbital energy is -9.54 eV. For the calculated total energy, the calculation gives -405.713059 hartree. For the HOMO-LUMO gap, the calculation gives 7.6 eV.

=====

[2]
Formula: C2H2N6
Source: OMol25
Level of theory: the ωB97M-V functional and the def2-TZVPD basis

XYZ file:
```
10
Properties=species:S:1:pos:R:3:mulliken_charge:R:1
H 2.1566 0.7231 0.6659 0.2862
N 1.8894 -0.2210 0.6753 -0.5276
C 1.0653 -0.2781 -0.2613 0.6629
N 0.5129 0.9480 -0.8398 -0.2765
N -0.6327 1.3107 -0.4815 -0.1588
C -1.3854 0.3964 0.2313 0.1885
N -1.4077 -0.8692 0.4092 -0.2000
N -0.6641 -1.6834 -0.4840 -0.1172
N 0.4995 -1.4706 -0.7003 -0.1866
H -2.0339 1.1442 0.7850 0.3293
```

Its highest occupied orbital energy is -10.16 eV. For the calculated total energy, the calculation gives -405.760657 hartree. For the HOMO-LUMO gap, the calculation gives 8.4 eV.

=====

[3]
Formula: C2H2NO2
Source: OMol25
Level of theory: the ωB97M-V functional and the def2-TZVPD basis

XYZ file:
```
7
Properties=species:S:1:pos:R:3:mulliken_charge:R:1
C 0.2953 -0.7344 -0.5148 -0.5058
C -1.8184 -0.5977 -1.5353 0.5743
N -0.5718 0.0329 -0.9966 -0.2840
O -2.5792 0.3488 -1.9602 -0.6970
O -2.0794 -1.7870 -1.5409 -0.5472
H 1.2763 -0.5473 0.0538 0.2375
H 0.3429 -1.8712 -0.4337 0.2223
```

Its highest occupied orbital energy (spin up / spin down) is -0.86 / -4.04 eV. The expectation value of S² is 2.010. For the calculated total energy, the calculation gives -282.535026 hartree. As for the multiplicity: 3. For the HOMO-LUMO gap (spin up / spin down), the calculation gives 5.4 / 6.0 eV. As for the net charge: -1.

=====

[4]
Formula: C2H2NO2S2
Source: OMol25
Level of theory: the ωB97M-V functional and the def2-TZVPD basis

XYZ file:
```
9
Properties=species:S:1:pos:R:3:mulliken_charge:R:1
C 0.7320 1.0798 -0.0015 0.5622
C 0.5112 -0.4891 -0.0570 -0.2168
N -0.7910 -0.6494 -0.5928 -0.1829
O 1.8801 1.4902 -0.0339 -0.6845
O -0.3254 1.7603 0.0843 -0.5783
S -1.8760 0.3526 0.2802 -0.0085
S -2.0350 -1.7400 0.0617 -0.3541
H 1.2598 -0.9429 -0.7109 0.2573
H 0.6444 -0.8616 0.9699 0.2056
```

Its highest occupied orbital energy is -3.96 eV. For the calculated total energy, the calculation gives -1079.040721 hartree. For the HOMO-LUMO gap, the calculation gives 7.4 eV. As for the net charge: -1.